The following is a quantum chemistry calculation of 2 unconnected molecules or ions with the total composition C4H8O2, from the Open Molecules 2025 dataset.

Values from the calculation:
Energy above the lowest of the compared OMol25 structures with the same formula, charge and spin: 276.4 kJ/mol
E_LUMO: 1.06 eV
Highest occupied orbital energy: -8.32 eV
Maximum force: 0.26 eV/Å
Kohn-Sham gap: 9.38 eV
SMILES string: C1=COCCO1.[H][H]

Last column: Löwdin charge in e.
Element x y z (Å)
C  0.3440  -1.0876  0.9536  -0.1414
C  1.0799  -0.8741  -0.1384  -0.1698
O  0.6386  -0.1539  -1.2183  -0.1084
C  -0.7736  -0.0290  -1.2082  -0.1667
C  -1.2592  0.3911  0.1726  -0.1690
O  -0.9160  -0.5888  1.1394  -0.0853
H  0.6969  -1.6771  1.7900  0.1205
H  2.0915  -1.2437  -0.2496  0.1204
H  -1.2263  -0.9932  -1.4776  0.1373
H  -1.0354  0.7175  -1.9623  0.1315
H  -2.3482  0.4883  0.1948  0.1309
H  -0.8072  1.3542  0.4438  0.1184
H  1.7865  2.0210  1.1078  0.0520
H  1.7284  1.6754  0.4522  0.0296

Atoms 1-3, force components in eV/Å:
0.2145 -0.0585 -0.1349
-0.0272 -0.1194 0.2121
0.0469 -0.0284 0.0001